# C30H47BrCl2EuN3O6Si

A structure of composition C30H47BrCl2EuN3O6Si (the ωB97M-V functional and the def2-TZVPD basis, the OMol25 dataset).

XYZ file:
```
91
Properties=species:S:1:pos:R:3
C 4.990 -1.348 -5.476
C 5.041 -2.815 -5.664
H 5.843 -1.016 -4.869
H 4.054 -1.082 -4.922
H 5.032 -0.816 -6.439
C 6.155 -3.383 -6.166
C 7.358 -2.594 -6.563
H 6.202 -4.454 -6.351
H 7.739 -1.975 -5.736
H 7.174 -1.924 -7.419
H 8.150 -3.293 -6.857
Eu 0.541 -0.994 -2.121
Cl -0.051 -2.490 -4.297
C -1.679 -3.118 -1.699
O -0.859 -2.562 -0.903
N -2.075 -4.383 -1.580
C -1.527 -5.198 -0.495
C -2.726 -5.063 -2.701
H -2.065 -2.567 -2.569
H -1.631 -4.649 0.448
H -0.460 -5.429 -0.658
H -2.090 -6.134 -0.455
H -3.373 -4.353 -3.229
H -3.323 -5.897 -2.318
H -1.988 -5.454 -3.421
H -3.053 -0.887 3.353
H -3.445 1.433 2.171
C -2.083 -0.502 3.690
C -2.493 1.710 2.643
N -1.639 0.540 2.784
H -1.335 -1.299 3.694
C -0.353 0.558 2.359
O 0.517 -0.242 2.738
H -1.986 2.454 2.016
H -0.140 1.347 1.614
H -2.213 -0.103 4.707
H -2.709 2.147 3.632
H 4.090 2.376 0.412
H 4.567 -0.119 -1.453
C 4.408 1.541 1.057
C 4.816 -0.423 -0.415
N 3.958 0.261 0.539
H 3.977 1.690 2.053
C 2.651 -0.062 0.665
O 1.998 -0.693 -0.174
H 4.677 -1.509 -0.341
H 2.192 0.283 1.609
H 5.498 1.523 1.102
H 5.848 -0.144 -0.186
O 3.533 -3.415 -3.876
C 3.803 -3.609 -5.263
C 4.829 -5.933 -5.085
C 3.852 -5.084 -5.610
H 5.648 -5.503 -4.502
C 4.735 -7.308 -5.320
H 2.973 -3.122 -5.802
C 2.831 -5.575 -6.433
H 5.485 -7.965 -4.885
C 3.702 -7.814 -6.115
C 2.763 -6.948 -6.692
H 2.105 -4.859 -6.838
H 3.639 -8.889 -6.299
H 1.977 -7.319 -7.357
Si 2.954 -4.338 -2.604
Cl 3.301 -0.705 -3.183
C 4.273 -5.498 -1.928
C 1.560 -5.443 -3.228
C 2.483 -3.313 -1.140
H 4.391 -6.408 -2.530
H 3.962 -5.803 -0.917
H 5.248 -4.999 -1.851
H 3.026 -3.631 -0.245
H 1.409 -3.365 -0.910
H 2.788 -2.278 -1.331
H 1.939 -6.245 -3.883
H 0.836 -4.834 -3.797
H 1.037 -5.916 -2.380
Br -3.931 -0.467 -0.374
C -3.791 1.399 -0.762
C -4.877 2.256 -0.555
C -4.708 3.637 -0.718
C -3.464 4.151 -1.087
C -2.387 3.295 -1.321
C -2.560 1.916 -1.197
C -1.412 0.983 -1.501
O -1.359 0.425 -2.649
O -0.538 0.764 -0.603
H -5.837 1.838 -0.262
H -5.558 4.302 -0.566
H -3.322 5.225 -1.210
H -1.402 3.676 -1.603
```

## Properties
**F_max**: 3.19 eV/A
**⟨S²⟩**: 12.0105
**2S+1**: 7
**DFT total energy**: -6281.47130 a.u.
**HOMO energy (alpha / beta)**: -0.29431 / -0.29442 Eh

# C30H47Cl2MgN4O7SSi

A structure of composition C30H47Cl2MgN4O7SSi (the ωB97M-V functional and the def2-TZVPD basis, the OMol25 dataset).

XYZ file:
```
93
Properties=species:S:1:pos:R:3
C 2.933 -2.329 -2.278
C 2.262 -1.756 -3.501
H 3.532 -3.217 -2.531
H 2.193 -2.600 -1.504
H 3.559 -1.544 -1.830
C 2.026 -2.497 -4.588
C 2.346 -3.960 -4.723
H 1.619 -2.038 -5.496
H 1.771 -4.584 -4.009
H 3.419 -4.185 -4.571
H 2.080 -4.286 -5.742
Mg 0.682 -0.137 -0.350
Cl 3.427 0.962 -0.885
C 0.440 2.947 0.276
O 0.140 1.912 -0.372
N -0.404 3.942 0.554
C -1.767 3.873 0.049
C -0.013 5.116 1.337
H 1.463 3.101 0.638
H -2.350 3.164 0.651
H -1.774 3.543 -0.997
H -2.183 4.878 0.137
H -0.025 4.918 2.420
H -0.729 5.915 1.117
H 1.002 5.428 1.058
H -2.388 2.664 5.827
H -0.902 0.666 6.437
C -2.835 2.032 5.051
C -1.386 0.119 5.622
N -1.858 1.051 4.618
H -3.140 2.630 4.191
C -1.581 0.882 3.306
O -2.049 1.568 2.388
H -0.666 -0.569 5.175
H -0.886 0.031 3.119
H -3.702 1.521 5.488
H -2.224 -0.454 6.039
H -1.030 -5.627 1.491
H 1.402 -4.521 -0.739
C -1.476 -5.175 0.596
C 0.362 -4.598 -1.087
N -0.559 -4.214 -0.007
H -2.390 -4.644 0.886
C -0.507 -2.959 0.434
O 0.206 -2.078 -0.117
H 0.235 -3.950 -1.970
H -1.139 -2.728 1.315
H -1.713 -5.966 -0.117
H 0.173 -5.632 -1.381
O 1.071 -0.367 -2.089
C 1.750 -0.339 -3.243
C 0.116 -0.155 -5.195
C 1.062 0.443 -4.365
H -0.101 -1.222 -5.090
C -0.560 0.601 -6.176
H 2.629 0.241 -2.909
C 1.264 1.815 -4.450
H -1.283 0.098 -6.829
C -0.281 1.964 -6.318
C 0.611 2.585 -5.423
H 1.945 2.280 -3.733
H -0.765 2.540 -7.110
H 0.786 3.653 -5.511
Si -3.052 -0.350 -1.834
Cl -4.984 -0.521 -1.696
C -2.024 -1.769 -2.615
C -2.830 1.114 -3.032
C -2.254 -0.034 -0.152
H -2.232 -1.794 -3.704
H -2.215 -2.764 -2.193
H -0.936 -1.588 -2.486
H -2.919 0.290 0.635
H -1.537 0.786 -0.278
H -1.751 -0.951 0.181
H -2.969 0.746 -4.059
H -1.853 1.637 -3.004
H -3.621 1.857 -2.853
O 0.401 3.409 4.197
S 1.701 2.920 3.769
O 2.807 3.833 3.833
N 1.648 2.096 2.352
C 1.618 0.759 2.489
O 1.230 -0.059 1.609
C 2.021 0.341 3.860
C 2.178 -0.938 4.416
C 2.299 -1.051 5.803
C 2.254 0.078 6.632
C 2.120 1.357 6.074
C 2.021 1.445 4.688
H 2.213 -1.796 3.741
H 2.415 -2.039 6.254
H 2.318 -0.031 7.716
H 2.093 2.265 6.672
```

## Properties
**F_max**: 5.02 eV/A
**2S+1**: 1
**DFT total energy**: -3725.46627 a.u.
**HOMO energy**: -0.15019 Eh
**Total charge**: -1

ΔE to the lowest compared entry with this formula, charge and spin list, top to bottom, in kcal per mole: 14.8; 53.6